Entry 1:
The following is a quantum chemistry calculation of C20H26BrN4O5PtS as an isolated structure, from the Open Molecules 2025 dataset.

Geometry as ORCA input:
```
! RIJCOSX wB97M-V def2-TZVPD def2/J DEFGRID3
* xyz 1 1
C -2.77147 -0.72866 1.07685
C -0.71178 -3.73024 1.42072
S 0.56600 -1.67555 -1.79769
H -3.60290 -1.36429 4.28582
C -1.81335 -0.37412 3.61165
O -0.19430 1.83316 -3.17862
Br -3.51302 -0.89214 -0.63114
H 1.31970 -4.60414 3.99891
H -1.64108 -4.15635 1.78021
H -2.63688 5.58371 -1.63974
C -2.07311 3.63564 -0.90845
H -2.35469 3.83753 0.12521
C 4.44269 2.77352 -2.09489
O 0.65808 1.03604 3.70877
H -0.05498 -3.55719 4.32464
C -2.84136 4.53393 -1.85582
H -0.99472 3.82652 -0.99623
H -2.13724 2.05460 -2.04437
C 1.61019 -3.22027 1.75443
H 2.59083 -2.19524 0.13742
C -0.66487 -3.16650 0.15881
H -0.99050 -3.25630 -2.65676
H 0.71802 -3.67609 -3.01970
Pt -0.21528 0.55636 -0.12749
H 5.07883 2.18671 -1.43385
C 0.12736 0.87541 2.64097
H -0.10714 -2.38348 -3.94195
H 3.88221 1.91447 0.35967
H 4.47573 3.82282 -1.79501
H -3.91368 4.36247 -1.76012
C -3.52142 -1.17971 2.15579
N 3.09051 2.25404 -2.09432
H 2.46601 1.84060 -4.07803
N 1.14562 1.45363 -1.32035
H -4.48294 -1.63587 1.97338
C 0.53069 -2.61863 -0.29137
C 0.33803 -4.30624 3.63362
H 2.49516 -3.23795 2.37839
H -2.55331 4.34138 -2.89194
H 2.05092 3.46451 -3.48839
C -0.02218 -2.87745 -2.97624
H -1.38698 -0.16426 4.58213
C 0.86959 1.87585 -2.62382
C 2.43007 1.75461 -1.04589
C -3.02863 -1.02003 3.43616
C 1.67150 -2.64383 0.49424
C -1.13329 0.05182 2.49598
H -1.55850 -3.11751 -0.45062
O -2.34373 2.25562 -1.12272
N 2.96378 1.56454 0.15142
C 0.41947 -3.75298 2.23983
N -1.57464 -0.15896 1.23753
O -0.64930 -0.72489 -1.71175
H 4.84975 2.68149 -3.09936
C 2.16871 2.41831 -3.20111
H -0.32717 -5.16824 3.67890
O 0.53871 1.41060 1.51273
H 2.31630 1.38723 0.92356
*
```

**Lowest unoccupied orbital energy**: -0.1032 Ha
**Energy above the lowest of the compared OMol25 structures with the same formula, charge and spin**: 0.0 kcal/mol
**HOMO**: -11.37 eV

Löwdin population analysis, charges in e, atoms 1 to 2:
1 C -0.6974
2 C -0.0214



Entry 2:
The following is a quantum chemistry calculation of C20H26Cl2GeN4PdSSe as an isolated structure, from the Open Molecules 2025 dataset.

Geometry as ORCA input:
```
! RIJCOSX wB97M-V def2-TZVPD def2/J DEFGRID3
* xyz 0 1
N 1.42537 -0.41768 -1.23698
H -0.51077 -2.24487 6.59605
Se -0.70261 -2.66677 -0.70906
Cl 3.83100 -0.83758 -2.86636
C 0.96367 -6.09867 -1.26064
H 0.21052 -5.96921 -0.48245
C 3.90731 2.96775 -1.60374
H 4.54910 3.82847 -1.72162
C 3.68613 1.14394 1.87782
H 3.87373 -5.34876 -2.88262
C 1.95407 1.92445 -0.70166
C 1.98130 1.22572 3.53799
N -1.16157 -1.66478 4.62299
C 3.31733 -0.16976 1.63249
C 0.50611 -3.08377 -2.15619
Cl 0.54136 2.00206 0.34594
C -2.07079 -1.80670 -1.79515
H 2.58281 -4.95226 -4.02417
S -1.41591 -0.64968 2.14796
Ge 1.86721 -4.40224 -1.63342
C 2.18016 0.66279 -1.32160
C 2.83315 -3.78002 -0.05588
H -3.21446 -1.27323 4.51024
C -0.58749 -1.04416 3.56454
H 0.96670 -2.13960 -2.46078
H 3.59155 -3.66283 -3.34658
C 3.10591 -4.61435 -3.12911
H 1.68114 -6.84787 -0.92414
H 0.46864 -6.47642 -2.15638
H 3.54462 -3.01556 -0.36811
H 2.16379 -3.34204 0.68520
H -2.70591 -2.81721 3.81852
N 2.33033 -0.78666 2.28105
H -1.59277 -1.01947 -2.37161
H 3.38020 -4.60354 0.40530
C 4.21135 1.75550 -2.22755
H 3.25356 2.88883 3.06020
H -0.10504 -3.49575 -2.96128
C 3.39243 0.66169 -2.09330
C 2.75646 3.03360 -0.83091
C 1.69873 -0.08754 3.20136
H 1.40125 1.73088 4.29822
N 0.68317 -0.76774 3.94966
H 1.84628 -1.10872 5.72778
H -2.73144 -2.60593 5.58749
H 3.81650 -0.74909 0.86675
C 3.00429 1.85742 2.84958
H 4.47348 1.60073 1.29435
H 2.48264 3.94816 -0.31838
C -2.53881 -2.11773 4.63571
C -0.25547 -1.77679 5.66317
H -2.52739 -2.54789 -2.44751
Pd 0.17019 -0.49052 0.27004
C 0.89336 -1.21947 5.24363
H 5.10705 1.65771 -2.82783
H -2.81705 -1.38430 -1.12646
*
```

**Lowest unoccupied orbital energy (spin up / spin down)**: 0.0073 / 0.0074 Ha
**Energy above the lowest of the compared OMol25 structures with the same formula, charge and spin**: 0.0 kcal/mol
**HOMO (spin up / spin down)**: -6.02 / -6.02 eV

Löwdin population analysis, charges in e, atoms 1 to 2:
1 N -0.1260
2 H 0.1222



Entry 3:
The following is a quantum chemistry calculation of C20H26CsO2 as an isolated structure in a non-equilibrium geometry, from the Open Molecules 2025 dataset.

Geometry as ORCA input:
```
! RIJCOSX wB97M-V def2-TZVPD def2/J DEFGRID3
* xyz -1 1
H -7.28047 -2.86600 -0.21106
H -2.88076 -2.13115 2.40989
H -5.01937 -2.07669 1.57010
C 3.65277 2.97996 -1.29590
H 6.21191 1.27800 -1.31461
H 5.06186 -1.19788 2.48177
H -2.69756 -0.81888 -3.71657
H 1.71767 3.21753 2.29118
H -1.89010 -0.77885 1.86669
H 2.86216 3.72750 -1.18452
H 5.07024 0.29171 -2.19377
H -2.77654 0.78965 -3.01269
H -1.56665 -2.38782 1.25428
C 2.74735 1.90846 0.90824
H 0.63497 2.48147 1.12301
C 4.69611 -1.24042 1.44868
C -1.40160 -0.74678 -1.00876
C -3.34319 -0.13280 -3.16054
H 2.40670 -0.77799 3.04962
C 4.43066 0.78776 -0.16807
C -5.61923 -1.47621 -0.41083
H -5.86517 -0.76187 -2.40984
C 3.59796 1.93617 -0.21741
H 4.00249 -2.09409 1.42578
Cs 1.41605 -0.29390 -0.69133
C 2.36274 0.30758 2.91148
C 1.65317 2.88523 1.24907
H 5.54874 -1.53606 0.82996
H 1.29965 0.57401 2.92775
C -4.69220 -1.70081 0.60268
C -3.79683 -0.70891 -1.83969
C 3.04668 0.74160 1.64832
C 5.48026 0.46853 -1.18946
H -7.68283 -1.35958 -1.01910
C -2.36916 -1.70658 1.54364
C -5.15052 -0.97014 -1.61617
C -2.88849 -0.97485 -0.82013
H -4.20908 0.09253 -3.78717
H 2.79823 0.74297 3.82245
H -7.46090 -1.39350 0.72817
O -0.70570 -1.77593 -1.20660
C -7.08063 -1.79036 -0.21647
O -0.97003 0.44019 -0.89194
C 4.09309 0.05388 0.99082
H 6.05558 -0.42663 -0.93548
C -3.33768 -1.45977 0.41248
H 4.60265 3.53295 -1.30278
H 1.69453 3.78488 0.62937
H 3.54041 2.56186 -2.30455
*
```

**Lowest unoccupied orbital energy**: 0.0828 Ha
**Energy above the lowest of the compared OMol25 structures with the same formula, charge and spin**: 16.3 kcal/mol
**HOMO**: -3.19 eV

Löwdin population analysis, charges in e, atoms 1 to 2:
1 H 0.0741
2 H 0.0699



Please write out number 2 again, unchanged.
The following is a quantum chemistry calculation of C20H26Cl2GeN4PdSSe as an isolated structure, from the Open Molecules 2025 dataset.

Geometry as ORCA input:
```
! RIJCOSX wB97M-V def2-TZVPD def2/J DEFGRID3
* xyz 0 1
N 1.42537 -0.41768 -1.23698
H -0.51077 -2.24487 6.59605
Se -0.70261 -2.66677 -0.70906
Cl 3.83100 -0.83758 -2.86636
C 0.96367 -6.09867 -1.26064
H 0.21052 -5.96921 -0.48245
C 3.90731 2.96775 -1.60374
H 4.54910 3.82847 -1.72162
C 3.68613 1.14394 1.87782
H 3.87373 -5.34876 -2.88262
C 1.95407 1.92445 -0.70166
C 1.98130 1.22572 3.53799
N -1.16157 -1.66478 4.62299
C 3.31733 -0.16976 1.63249
C 0.50611 -3.08377 -2.15619
Cl 0.54136 2.00206 0.34594
C -2.07079 -1.80670 -1.79515
H 2.58281 -4.95226 -4.02417
S -1.41591 -0.64968 2.14796
Ge 1.86721 -4.40224 -1.63342
C 2.18016 0.66279 -1.32160
C 2.83315 -3.78002 -0.05588
H -3.21446 -1.27323 4.51024
C -0.58749 -1.04416 3.56454
H 0.96670 -2.13960 -2.46078
H 3.59155 -3.66283 -3.34658
C 3.10591 -4.61435 -3.12911
H 1.68114 -6.84787 -0.92414
H 0.46864 -6.47642 -2.15638
H 3.54462 -3.01556 -0.36811
H 2.16379 -3.34204 0.68520
H -2.70591 -2.81721 3.81852
N 2.33033 -0.78666 2.28105
H -1.59277 -1.01947 -2.37161
H 3.38020 -4.60354 0.40530
C 4.21135 1.75550 -2.22755
H 3.25356 2.88883 3.06020
H -0.10504 -3.49575 -2.96128
C 3.39243 0.66169 -2.09330
C 2.75646 3.03360 -0.83091
C 1.69873 -0.08754 3.20136
H 1.40125 1.73088 4.29822
N 0.68317 -0.76774 3.94966
H 1.84628 -1.10872 5.72778
H -2.73144 -2.60593 5.58749
H 3.81650 -0.74909 0.86675
C 3.00429 1.85742 2.84958
H 4.47348 1.60073 1.29435
H 2.48264 3.94816 -0.31838
C -2.53881 -2.11773 4.63571
C -0.25547 -1.77679 5.66317
H -2.52739 -2.54789 -2.44751
Pd 0.17019 -0.49052 0.27004
C 0.89336 -1.21947 5.24363
H 5.10705 1.65771 -2.82783
H -2.81705 -1.38430 -1.12646
*
```

**Lowest unoccupied orbital energy (spin up / spin down)**: 0.0073 / 0.0074 Ha
**Energy above the lowest of the compared OMol25 structures with the same formula, charge and spin**: 0.0 kcal/mol
**HOMO (spin up / spin down)**: -6.02 / -6.02 eV

Löwdin population analysis, charges in e, atoms 1 to 2:
1 N -0.1260
2 H 0.1222



- The highest energy above the lowest of the compared OMol25 structures with the same formula, charge and spin belongs to which entry?
  C20H26CsO2



- Look up the energy above the lowest of the compared OMol25 structures with the same formula, charge and spin of the second one.
  0.0 kcal/mol